# 1
Here is a molecular structure, C20H26BF2N3O2SV from OMol25. Energies are from ωB97M-V/def2-TZVPD.

Last column: natural (NBO) charge in e.
Cartesian coordinates (Å):
V: -0.20 -1.15 1.30  0.965
S: -2.39 -1.03 1.45  0.118
F: 4.42 -2.01 1.09  -0.271
F: 2.32 -3.41 -2.80  -0.245
O: -0.98 1.35 -0.48  -0.798
O: 1.26 1.19 0.15  -0.749
N: 0.83 -0.86 2.86  -0.504
N: -3.00 -0.55 -1.07  -0.541
N: -3.89 -2.53 -0.13  -0.522
C: 3.02 -1.56 3.42  -0.190
C: 1.62 -0.42 5.04  -0.195
C: 1.95 2.03 -2.00  -0.649
C: -0.77 2.86 -2.39  -0.655
C: 1.92 3.53 0.00  -0.649
C: -0.95 3.72 -0.05  -0.653
C: 1.21 2.43 -0.75  0.278
C: 0.63 -0.35 4.10  0.099
C: 0.96 -2.65 -1.07  -0.233
C: -3.47 -0.60 -2.47  -0.428
C: -0.35 2.67 -0.95  0.288
C: 3.29 -2.22 0.44  0.524
C: -4.95 -2.94 -1.09  -0.427
C: -3.17 -1.44 -0.12  0.421
C: 2.21 -2.94 -1.58  0.468
C: 0.91 -2.16 0.23  -0.180
C: 2.06 -1.94 1.07  -0.182
C: 3.37 -2.72 -0.84  -0.242
C: 2.82 -1.04 4.70  -0.026
C: 2.00 -1.45 2.49  0.222
B: 0.03 0.73 0.13  1.030
H: -0.34 0.09 4.29  0.249
H: -3.52 -1.63 -2.82  0.230
H: -0.56 4.71 -0.31  0.260
H: -0.46 2.03 -3.03  0.225
H: 1.47 3.74 0.97  0.231
H: -4.43 -0.11 -2.57  0.248
H: 3.61 -1.13 5.43  0.278
H: 1.97 2.85 -2.71  0.258
H: 0.08 -2.79 -1.67  0.268
H: 1.46 -0.01 6.03  0.286
H: 2.96 3.26 0.14  0.247
H: 1.89 4.45 -0.60  0.255
H: -2.49 0.29 -0.81  0.463
H: -1.85 2.97 -2.44  0.239
H: -5.47 -2.06 -1.46  0.235
H: -0.73 3.54 1.00  0.221
H: 1.51 1.16 -2.49  0.211
H: -4.52 -3.52 -1.90  0.237
H: 2.98 1.79 -1.75  0.245
H: -3.82 -3.10 0.70  0.441
H: -0.33 3.78 -2.78  0.262
H: 3.95 -2.05 3.18  0.285
H: 4.35 -2.92 -1.27  0.302
H: -5.65 -3.55 -0.53  0.262
H: -2.73 -0.07 -3.07  0.242
H: -2.03 3.75 -0.19  0.243

Output
HOMO energy in eV: -18.7
Orbital gap in eV: 6.930
LUMO in eV: -11.7472
Net charge: +3

---

# 2
Here is a molecular structure, C20H26BN7O4PtS4 from OMol25. Energies are from ωB97M-V/def2-TZVPD.

Last column: natural (NBO) charge in e.
Cartesian coordinates (Å):
Pt: -0.54 0.08 0.29  0.891
S: -0.89 2.35 1.21  -0.181
S: -2.83 -0.05 -0.37  -0.236
S: -0.50 -1.95 4.56  0.309
S: -2.69 -1.71 2.56  0.329
O: 1.62 0.14 0.62  -0.756
O: 0.41 0.06 -2.36  -0.717
O: 3.16 -1.61 4.13  -0.684
O: 2.14 -1.33 -2.14  -0.557
N: 1.18 -1.14 2.48  -0.511
N: -2.58 -0.39 -3.06  -0.345
N: 0.91 3.64 -0.36  -0.339
N: -1.04 3.45 -1.32  -0.479
N: 1.57 1.56 -4.21  -0.863
N: -2.56 1.72 -2.50  -0.483
N: -0.13 -1.13 2.07  -0.373
C: -0.99 -1.52 2.93  -0.073
C: -2.47 1.64 -3.87  -0.061
C: 2.00 3.46 0.60  -0.414
C: 4.32 0.09 1.10  -0.161
C: -0.22 4.19 -2.15  -0.057
C: -2.14 -2.58 5.04  -0.541
C: -2.47 0.34 -4.23  -0.087
C: 5.30 -0.93 3.47  -0.281
C: -3.18 -1.76 4.30  -0.531
C: -0.34 3.14 -0.21  0.256
C: -2.50 -1.83 -2.94  -0.404
C: 0.99 4.31 -1.56  -0.094
C: 1.65 -0.38 -2.67  0.778
C: 2.36 0.42 -3.76  -0.351
C: 6.16 -0.35 2.56  -0.174
C: -2.63 0.47 -2.01  0.274
C: 3.93 -1.01 3.21  0.352
C: 1.98 -0.48 1.66  0.606
C: 5.67 0.16 1.36  -0.274
C: 3.43 -0.48 2.01  -0.170
B: -2.53 3.08 -1.69  0.177
H: 0.21 0.79 -2.98  0.517
H: 1.92 2.43 -3.83  0.378
H: -3.18 2.96 -0.69  -0.005
H: 5.66 -1.34 4.41  0.222
H: -1.60 -2.11 -2.39  0.233
H: -2.20 -3.63 4.77  0.223
H: 2.88 3.96 0.22  0.204
H: 7.22 -0.30 2.78  0.209
H: 3.91 0.47 0.17  0.223
H: -2.92 3.93 -2.45  -0.057
H: -3.22 -0.74 4.68  0.227
H: -3.36 -2.21 -2.38  0.229
H: 2.19 2.40 0.74  0.256
H: -2.42 -0.13 -5.20  0.226
H: 2.53 -0.28 -4.58  0.227
H: 1.71 3.89 1.56  0.227
H: -2.23 -2.47 6.12  0.237
H: 1.54 1.64 -5.22  0.378
H: -4.17 -2.21 4.35  0.238
H: -2.43 2.52 -4.48  0.232
H: 2.24 -1.64 3.75  0.510
H: -2.48 -2.27 -3.93  0.208
H: 6.35 0.60 0.63  0.207
H: 3.34 0.69 -3.37  0.222
H: -0.58 4.58 -3.09  0.230
H: 1.89 4.82 -1.88  0.223

Output
HOMO energy (alpha / beta) in eV: -6.7 / -7.6
Orbital gap (alpha / beta) in eV: 6.903 / 6.766
Spin multiplicity: 3
LUMO (alpha / beta) in eV: 0.2109 / -0.8748
<S²>: 2.0104

---

# 3
Here is a molecular structure, C20H26BiN5O6P2Se3Te from OMol25. Energies are from ωB97M-V/def2-TZVPD.

Last column: natural (NBO) charge in e.
Cartesian coordinates (Å):
Bi: -1.25 -0.97 1.13  1.660
Te: -4.75 -2.99 1.95  0.232
Se: -3.81 -2.19 4.12  -0.153
Se: -2.47 -3.37 0.94  -0.654
Se: -2.69 -0.28 3.35  -0.482
P: 0.55 1.29 2.57  2.380
P: 2.30 0.87 -0.22  2.197
O: 1.12 2.09 3.89  -1.037
O: 0.73 -0.19 2.79  -1.183
O: 2.44 -0.61 -0.09  -1.165
O: 2.47 1.78 -1.61  -0.798
O: 3.98 1.32 0.04  -1.070
O: -0.78 1.84 2.20  -1.124
N: -0.61 -1.52 -1.43  -0.485
N: -0.77 1.27 -0.59  -0.452
N: 3.10 1.12 2.33  -0.739
N: -3.13 -0.31 -0.40  -0.520
N: 0.64 -2.75 0.91  -0.540
C: 2.63 -3.72 1.79  -0.259
C: -4.91 1.18 -0.91  -0.256
C: -0.44 3.55 -1.29  -0.274
C: 2.19 3.25 1.37  -0.657
C: 1.99 1.74 1.47  -0.557
C: -4.08 0.53 -0.01  0.070
C: -3.72 0.08 -2.66  -0.202
C: 2.19 -3.79 -0.56  -0.261
C: -1.91 -1.58 -2.11  -0.262
C: 0.62 3.27 -2.04  -0.140
C: 0.28 -0.46 -1.98  -0.228
C: 1.44 -3.03 1.94  0.079
C: 0.05 -2.83 -1.46  -0.273
C: -1.15 2.49 -0.58  0.081
C: 0.43 0.88 -1.23  -0.189
C: 1.01 -3.10 -0.32  0.349
C: 3.01 -4.10 0.51  -0.137
C: -4.72 0.95 -2.26  -0.159
C: 1.14 1.87 -2.13  0.011
C: -2.93 -0.54 -1.70  0.223
H: 2.47 -4.06 -1.57  0.217
H: 1.31 3.69 0.89  0.247
H: -2.03 2.73 0.00  0.200
H: 3.24 -3.94 2.65  0.223
H: 2.29 3.70 2.36  0.223
H: -5.68 1.85 -0.56  0.230
H: 0.36 2.35 4.43  0.518
H: -0.08 -0.22 -2.99  0.173
H: 0.57 -2.98 -2.41  0.193
H: 1.14 4.03 -2.62  0.212
H: 3.93 -4.64 0.35  0.218
H: 2.77 0.17 2.57  0.469
H: -1.78 -1.52 -3.20  0.189
H: -4.18 0.68 1.06  0.240
H: -0.73 -3.60 -1.39  0.236
H: -5.34 1.44 -3.00  0.222
H: 3.23 1.65 3.19  0.431
H: -0.83 4.56 -1.22  0.219
H: 1.10 -2.69 2.91  0.222
H: 1.19 1.57 -3.19  0.180
H: 3.95 1.07 1.73  0.476
H: -2.36 -2.54 -1.88  0.250
H: 3.06 3.49 0.76  0.239
H: 4.47 1.17 -0.78  0.502
H: -3.54 -0.13 -3.71  0.214
H: 1.28 -0.88 -2.08  0.237

Output
HOMO energy in eV: -6.8
Orbital gap in eV: 7.039
LUMO in eV: 0.2370

---

# 4
Here is 3 unconnected molecules or ions with the total composition C20H26BrF7N3O3S at a distorted geometry from OMol25. Energies are from ωB97M-V/def2-TZVPD.

Last column: natural (NBO) charge in e.
Cartesian coordinates (Å):
Br: -0.91 1.32 0.80  0.069
S: 0.54 0.01 -1.60  2.096
F: 1.45 2.62 -0.55  -0.290
F: 1.77 3.23 -2.61  -0.289
F: -0.61 4.51 -2.70  -0.303
F: -1.32 1.87 -2.13  -0.307
F: 0.28 1.56 -3.58  -0.295
F: 0.79 5.18 -1.13  -0.301
F: -0.98 4.02 -0.58  -0.299
O: 0.34 -3.56 1.65  -0.372
O: 1.98 0.07 -1.57  -0.904
O: -0.02 -0.94 -2.52  -0.916
N: -1.81 -1.16 -5.70  -0.506
N: 2.97 3.28 4.59  -0.506
N: -0.23 -2.49 2.07  0.014
C: -1.47 -2.15 1.32  0.096
C: -1.57 -2.23 -4.90  -0.081
C: 2.01 3.69 2.64  -0.312
C: -0.13 -0.31 0.08  -0.236
C: 1.76 3.34 3.95  -0.085
C: 0.32 -0.40 3.37  -0.630
C: -0.04 4.17 -1.51  0.928
C: -2.13 -3.48 0.93  -0.594
C: 3.41 3.84 2.50  -0.295
C: 1.07 -0.69 0.94  -0.485
C: -2.62 -1.53 -6.74  -0.083
C: 3.98 3.58 3.72  -0.078
C: -1.15 -1.44 -0.01  -0.482
C: 0.02 1.67 -2.26  0.414
C: 2.06 -1.99 2.77  -0.596
C: -2.49 -1.40 2.21  -0.631
C: 0.83 2.90 -1.70  0.554
C: -2.23 -3.31 -5.43  -0.304
C: 0.74 -1.37 2.27  0.113
C: -2.90 -2.86 -6.60  -0.311
H: 0.42 -0.87 4.34  0.218
H: -2.14 -4.15 1.77  0.231
H: -3.41 -1.98 2.25  0.221
H: -0.66 0.02 3.23  0.219
H: -0.95 -2.14 -4.02  0.231
H: -3.15 -3.30 0.60  0.207
H: 5.00 3.58 4.04  0.212
H: -2.92 -0.82 -7.49  0.207
H: 1.87 -2.72 3.54  0.229
H: 1.69 -1.39 0.38  0.250
H: 1.01 0.43 3.34  0.224
H: 3.94 4.10 1.60  0.223
H: -1.61 -3.96 0.11  0.220
H: 3.09 3.04 5.56  0.411
H: -2.75 -0.43 1.82  0.219
H: -2.12 -1.35 3.22  0.225
H: 2.64 -1.17 3.20  0.207
H: 2.64 -2.41 1.97  0.221
H: -0.85 -2.18 -0.73  0.262
H: -1.45 -0.24 -5.55  0.410
H: 1.26 3.82 1.88  0.221
H: 1.68 0.18 1.13  0.255
H: -3.51 -3.45 -7.26  0.218
H: -2.08 -1.01 -0.36  0.240
H: 0.84 3.14 4.47  0.211
H: -2.24 -4.30 -5.02  0.215

Output
HOMO energy (alpha / beta) in eV: -8.0 / -8.0
Orbital gap (alpha / beta) in eV: 8.103 / 7.872
Spin multiplicity: 2
LUMO (alpha / beta) in eV: 0.1313 / -0.0999
<S²>: 0.7541

---

# 5
Here is a molecular structure, C20H26BrLaN2PS2 at a distorted geometry from OMol25. Energies are from ωB97M-V/def2-TZVPD.

Last column: Mulliken charge in e.
Cartesian coordinates (Å):
La: -0.90 5.12 2.65  1.389
Br: -2.51 5.85 -0.14  -0.117
S: 1.03 1.99 -1.10  -0.190
S: 5.44 1.22 1.86  -0.187
P: -4.45 -1.28 -0.77  0.042
N: 4.77 -1.78 1.34  -0.268
N: 0.81 -0.95 -1.16  -0.210
C: -2.55 3.90 -0.04  -0.088
C: -2.85 1.00 -0.99  -0.662
C: 6.25 -1.78 1.12  -0.767
C: -4.07 -2.73 0.30  -0.514
C: 2.80 -1.36 0.10  -0.554
C: -0.43 -0.31 -1.07  0.535
C: -4.71 -2.00 -2.43  -1.162
C: 4.10 0.55 0.94  -0.110
C: -1.60 -1.04 -1.00  -0.065
C: 6.66 -1.57 -0.33  -0.870
C: -0.48 1.09 -1.07  0.733
C: -2.01 3.40 1.29  -0.722
C: -1.71 1.76 -1.07  -0.476
C: -1.81 3.26 -1.21  -1.300
C: 2.10 0.91 -0.34  0.944
C: 3.21 1.39 0.36  -0.678
C: -2.83 -0.40 -0.93  -0.254
C: -4.87 -2.69 1.60  -1.261
C: 3.93 -0.89 0.79  0.416
C: 1.89 -0.50 -0.45  -0.182
H: -3.82 1.49 -0.98  0.420
H: -5.01 -1.22 -3.12  0.351
H: 5.85 -1.78 -1.02  0.293
H: -3.82 -2.50 -2.81  0.363
H: 7.07 -0.58 -0.51  0.299
H: 4.41 -2.72 1.23  0.313
H: -5.87 -3.09 1.47  0.340
H: -4.29 -3.62 -0.27  0.433
H: -3.59 3.60 -0.09  0.413
H: -2.33 4.14 2.09  0.389
H: -4.39 -3.32 2.34  0.379
H: -1.55 -2.12 -0.98  0.430
H: -2.40 3.44 -2.10  0.448
H: -0.89 3.28 1.29  -0.033
H: -5.51 -2.73 -2.32  0.405
H: 6.59 -2.74 1.47  0.458
H: 6.71 -1.05 1.79  0.380
H: 4.69 1.87 2.76  0.210
H: 7.45 -2.27 -0.57  0.355
H: 0.71 -1.96 -1.13  0.273
H: -0.83 3.72 -1.31  0.556
H: 2.67 -2.42 -0.01  0.344
H: 3.35 2.46 0.43  0.561
H: -4.92 -1.69 2.01  0.328
H: -3.01 -2.78 0.54  0.342
H: -2.47 2.45 1.54  0.528

Output
HOMO energy in eV: -14.5
Orbital gap in eV: 2.536
LUMO in eV: -12.0018
Net charge: +3

---

# 6
Here is a molecular structure, C20H26ClFeN5O7S at a distorted geometry from OMol25. Energies are from ωB97M-V/def2-TZVPD.

Last column: natural (NBO) charge in e.
Cartesian coordinates (Å):
Fe: -0.75 -1.71 1.05  1.780
Cl: 4.63 -1.18 -0.54  0.168
S: -0.99 -1.73 -1.29  -0.234
O: 2.72 2.78 1.10  -0.673
O: -1.01 -2.93 2.53  -0.566
O: -0.85 0.13 1.49  -0.797
O: -2.97 -3.12 3.40  -0.220
O: 4.12 1.85 -0.35  -0.545
O: 0.25 2.00 1.84  -0.577
O: -2.71 -2.16 1.41  -0.540
N: -0.65 0.79 -1.90  -0.560
N: 2.47 -1.84 0.78  -0.164
N: 1.37 -1.37 1.43  -0.393
N: -2.31 -2.74 2.50  0.701
N: -2.67 0.27 -0.79  -0.568
C: 1.46 -0.02 1.35  0.064
C: 2.62 0.36 0.68  -0.251
C: 1.57 4.09 -2.46  -0.613
C: -1.50 -0.08 -1.34  0.391
C: -3.59 1.65 2.95  -0.621
C: 0.06 2.49 -3.58  -0.403
C: 2.68 -3.27 0.58  0.084
C: -2.84 1.57 -0.18  -0.230
C: 2.87 -5.16 -0.84  -0.192
C: -4.24 0.82 1.87  -0.419
C: 0.26 0.81 1.63  0.772
C: 3.12 -5.93 0.31  -0.183
C: 3.08 -5.41 1.60  -0.181
C: 3.23 -0.85 0.32  0.204
C: 1.46 2.80 -3.13  -0.409
C: 3.24 1.72 0.47  0.782
C: -4.22 1.54 0.52  -0.403
C: 2.61 -3.80 -0.73  -0.214
C: -0.98 2.13 -2.45  -0.239
C: 2.89 -4.02 1.74  -0.209
H: -5.27 0.62 2.19  0.222
H: 2.97 -3.51 2.75  0.248
H: -2.98 2.31 -0.93  0.207
H: -0.36 3.40 -4.06  0.227
H: -1.98 2.20 -2.85  0.221
H: -0.89 2.93 -1.68  0.216
H: -3.49 1.12 3.90  0.220
H: 3.27 -7.02 0.22  0.236
H: 2.45 -3.13 -1.52  0.232
H: -4.59 2.58 0.64  0.231
H: 2.02 2.78 -4.07  0.224
H: 1.91 1.97 -2.55  0.186
H: -4.85 1.06 -0.21  0.206
H: 0.24 0.44 -2.19  0.428
H: -1.94 1.79 0.41  0.229
H: 0.74 4.23 -1.79  0.191
H: 2.94 -5.62 -1.85  0.241
H: -2.57 1.99 2.70  0.210
H: 3.31 -6.06 2.47  0.243
H: 0.04 1.77 -4.38  0.216
H: -3.33 -0.43 -0.50  0.434
H: 1.83 2.68 1.49  0.518
H: 1.59 4.90 -3.20  0.219
H: -3.78 -0.20 1.79  0.197
H: -4.23 2.52 3.23  0.217
H: 2.51 4.18 -1.95  0.237

Output
HOMO energy (alpha / beta) in eV: -12.7 / -12.7
Orbital gap (alpha / beta) in eV: 9.391 / 7.227
Spin multiplicity: 6
LUMO (alpha / beta) in eV: -3.3226 / -5.4805
<S²>: 8.7608
Net charge: +1

---

# 7
Here is a molecular structure, C20H26N2O2SiW at a distorted geometry from OMol25. Energies are from ωB97M-V/def2-TZVPD.

Last column: natural (NBO) charge in e.
Cartesian coordinates (Å):
W: -0.22 -0.01 -0.55  1.106
Si: -0.07 -1.64 -2.99  1.482
O: -0.05 -3.29 0.28  -0.509
O: -0.77 -2.68 2.31  -0.438
N: 0.45 -1.15 1.10  -0.525
N: 1.53 -1.03 -0.04  -0.620
C: -1.44 1.79 -0.27  -0.305
C: 2.39 -2.38 -4.23  -0.142
C: 0.43 1.41 1.05  -0.311
C: -0.15 -2.44 1.15  0.881
C: -1.38 1.82 -4.74  -0.201
C: -2.68 1.98 -4.25  -0.144
C: -1.02 0.01 -3.15  -0.527
C: 2.27 -0.07 -3.53  -0.269
C: -1.01 1.38 1.02  -0.256
C: -0.27 2.10 -1.04  -0.284
C: -2.39 0.09 -2.75  -0.187
C: -3.19 1.13 -3.25  -0.184
C: -0.58 0.80 -4.23  -0.177
C: -0.90 -1.63 3.33  -0.287
C: 4.36 -0.95 -4.35  -0.194
C: 1.65 -1.32 -3.69  -0.513
C: 0.88 1.89 -0.23  -0.287
C: 3.60 0.13 -3.91  -0.189
C: 3.74 -2.20 -4.53  -0.197
C: -1.24 -2.68 -3.94  -1.104
H: 1.91 -3.35 -4.38  0.215
H: 2.36 -0.50 0.25  0.430
H: 4.03 1.12 -3.83  0.227
H: 0.55 -1.87 -1.67  -0.155
H: -3.30 2.76 -4.67  0.249
H: 1.71 0.79 -3.11  0.191
H: -4.21 1.27 -2.89  0.240
H: 1.81 -1.97 -0.37  0.461
H: -0.97 -1.59 -1.14  -0.084
H: -0.96 2.47 -5.52  0.252
H: -1.42 -2.15 4.13  0.268
H: -1.15 -3.74 -3.66  0.273
H: 4.35 -3.04 -4.89  0.239
H: 0.86 -0.86 2.00  0.455
H: -0.93 -2.54 -4.99  0.282
H: 0.39 0.61 -4.68  0.254
H: -2.75 -0.63 -2.00  0.238
H: 1.90 2.08 -0.55  0.289
H: -1.63 1.17 1.90  0.286
H: 0.08 -1.31 3.72  0.186
H: -2.47 1.89 -0.61  0.301
H: -0.27 2.46 -2.06  0.308
H: -2.26 -2.34 -3.78  0.263
H: 1.01 1.35 1.96  0.277
H: -1.51 -0.77 2.99  0.195
H: 5.41 -0.81 -4.62  0.243

Output
HOMO energy (alpha / beta) in eV: -14.2 / -14.3
Orbital gap (alpha / beta) in eV: 6.473 / 6.023
Spin multiplicity: 3
LUMO (alpha / beta) in eV: -7.7205 / -8.2995
<S²>: 2.0172
Net charge: +2

---

# 8
Here is a single C20H26N2O3 molecule from OMol25. Energies are from ωB97M-V/def2-TZVPD.

Last column: natural (NBO) charge in e.
Cartesian coordinates (Å):
O: -0.02 2.02 -1.93  -0.635
O: 1.95 2.74 -1.18  -0.688
O: -2.20 -2.15 -1.35  -0.636
N: 2.32 0.19 0.15  -0.322
N: -2.08 0.08 -0.98  -0.652
C: 1.35 0.47 -0.81  -0.033
C: 2.28 1.55 2.19  -0.616
C: 3.06 -1.92 1.28  -0.249
C: -1.82 0.09 2.04  -0.391
C: -3.77 1.60 -0.02  -0.397
C: -1.94 1.58 2.35  -0.411
C: -2.73 2.71 0.15  -0.419
C: 2.31 -1.15 0.38  0.151
C: 1.36 -1.76 -0.47  -0.057
C: 1.89 -3.88 0.46  -0.243
C: -1.59 2.46 1.15  -0.395
C: -2.99 -0.49 1.25  -0.410
C: 2.84 -3.27 1.30  -0.189
C: 1.15 -3.14 -0.42  -0.175
C: 1.02 1.77 -1.34  0.779
C: -0.31 -0.92 -2.24  -0.532
C: 0.75 -0.72 -1.22  0.031
C: -3.25 0.16 -0.12  -0.051
C: -1.64 -1.08 -1.49  0.703
C: 3.06 1.14 0.94  -0.215
H: -2.79 -1.55 1.07  0.232
H: -1.75 -0.46 2.97  0.208
H: 3.29 2.01 0.34  0.235
H: 2.03 0.67 2.78  0.214
H: 3.78 -1.47 1.94  0.214
H: -3.28 3.61 0.45  0.209
H: -0.75 2.00 0.64  0.186
H: -0.89 -0.09 1.49  0.197
H: -2.27 2.94 -0.82  0.211
H: -4.47 1.63 0.82  0.205
H: -0.13 -1.84 -2.80  0.238
H: -0.38 -0.08 -2.92  0.251
H: 0.41 -3.60 -1.05  0.230
H: -4.34 1.83 -0.92  0.213
H: -1.25 3.44 1.51  0.206
H: -3.90 -0.41 1.84  0.196
H: -1.56 0.92 -1.18  0.431
H: 3.40 -3.89 1.98  0.214
H: -4.03 -0.45 -0.60  0.216
H: -2.95 1.81 2.71  0.195
H: 1.75 -4.95 0.53  0.215
H: 2.89 2.21 2.80  0.215
H: 1.37 2.06 1.92  0.210
H: -1.25 1.82 3.16  0.205
H: 1.63 3.55 -1.59  0.507
H: 4.00 0.66 1.23  0.203

Output
HOMO energy in eV: -8.1
Orbital gap in eV: 8.171
LUMO in eV: 0.0935